Density functional theory data (the ωB97M-V functional and the def2-TZVPD basis) for a molecular structure, C16H8Cl5ErFNOS in a non-equilibrium geometry.

XYZ file:
```
34
Properties=species:S:1:pos:R:3
C -3.18 -13.28 -3.48
C 1.85 -17.58 2.56
H -1.75 -14.55 4.95
C -0.28 -19.24 -0.01
O -1.99 -16.41 -1.13
C 1.24 -15.90 4.33
C -2.34 -15.38 -1.80
Cl 0.26 -14.81 -2.25
C 0.91 -16.72 3.20
H 2.94 -17.51 2.74
C -3.71 -15.08 -2.00
Cl -5.82 -13.81 -3.32
Cl -0.67 -12.30 -3.74
C -1.06 -15.12 4.43
Cl -4.73 -16.21 -1.19
C -1.43 -14.58 -2.45
N -0.79 -17.64 1.73
F -3.51 -19.28 0.28
H 2.26 -19.04 1.12
C -4.19 -14.10 -2.87
C -0.42 -16.76 2.72
C 1.47 -18.46 1.58
C 0.23 -15.21 4.94
S -3.08 -15.91 2.78
H -0.73 -18.55 -0.79
C -1.82 -13.44 -3.16
H -1.00 -19.90 0.29
C -1.43 -15.88 3.32
C 0.12 -18.39 1.20
H 0.50 -14.48 5.79
H 2.24 -16.00 4.65
Er -2.85 -17.36 0.63
Cl -3.66 -12.04 -4.58
H 0.64 -19.75 -0.31
```

## Properties
HOMO (alpha / beta)   -8.09 / -8.09 eV
E_LUMO (alpha / beta)   -0.67 / -0.66 eV
Frontier orbital gap (alpha / beta)   7.4186 / 7.4268 eV
2S+1   4
Total energy   -124050.0434 eV
⟨S²⟩   3.753

Density functional theory data (the ωB97M-V functional and the def2-TZVPD basis) for a molecular structure, C17H10BrClI3N2RhS2 in a non-equilibrium geometry.

XYZ file:
```
37
Properties=species:S:1:pos:R:3
S -0.21 -0.31 1.89
H 1.79 2.65 -1.17
C 2.85 1.12 4.15
C -5.86 1.23 0.94
H -1.82 2.56 -0.17
C 1.60 2.19 -3.26
N 0.56 -1.16 5.47
H -4.47 2.00 2.38
I 2.07 -1.06 -1.07
C -1.14 2.22 -2.82
H 1.10 1.77 -5.29
C -0.65 2.01 -4.08
H -1.34 1.87 -4.91
Br -5.19 -1.20 -2.33
H -6.72 1.70 1.39
H -6.99 0.31 -0.63
H -0.21 3.25 0.30
C -3.49 0.81 0.91
H 2.67 2.18 -3.42
C 1.07 -0.46 4.72
C -6.01 0.46 -0.19
C -4.91 -0.15 -0.78
Rh 0.11 0.64 -0.12
S 1.78 1.51 1.22
C 0.73 1.97 -4.30
I 0.79 -1.99 -3.56
I -1.98 -0.85 -1.17
C 1.10 2.43 -1.98
H -2.52 0.93 1.35
C -0.28 2.41 -1.71
C -4.60 1.41 1.49
C -0.75 2.54 -0.33
C -3.64 0.03 -0.23
C 1.18 0.52 2.51
C 1.69 0.39 3.77
Cl -2.85 2.35 -2.61
N 3.79 1.71 4.45
```

## Properties
HOMO   -8.08 eV
E_LUMO   -3.43 eV
Frontier orbital gap   4.6461 eV
Total energy   -152316.5624 eV
Relative energy (zero: lowest compared OMol25 entry of this formula, charge and spin)   26.5 kJ/mol